47
Properties=species:S:1:pos:R:3:forces:R:3 method="wB97M-V/def2-TZVPD" total_charge=+1 e_above_lowest_kcal_mol=0.0 homo_lumo_gap_ev=9.9 homo_ev=-12.4 e_tot_ev=-32206.195 fmax_ev_per_a=0.7
Ag 8.1432 -25.3520 7.2615 -0.133 0.266 -0.060
C 6.2293 -23.5165 9.5365 -0.234 0.124 -0.149
O 6.3429 -24.7953 8.9054 -0.014 0.550 -0.219
H 5.2380 -23.3705 9.9774 0.078 -0.167 0.053
H 6.9806 -23.3757 10.3179 0.014 -0.079 -0.002
H 6.3515 -22.7303 8.7921 0.121 -0.156 -0.111
H 6.4955 -25.4425 9.6182 0.012 0.056 -0.100
C 10.0354 -27.3720 5.6188 -0.029 0.239 -0.320
C 11.4005 -28.0103 5.5446 0.278 0.142 0.108
O 12.1975 -27.4533 4.5007 -0.431 -0.088 0.135
O 10.1125 -25.9546 5.8655 0.091 -0.381 0.010
H 9.4530 -27.8059 6.4294 0.016 0.030 0.090
H 9.4994 -27.5432 4.6795 -0.008 -0.017 0.046
H 11.2649 -29.0714 5.3366 0.137 -0.024 -0.107
H 11.9151 -27.9151 6.5070 -0.043 -0.012 -0.020
H 12.5472 -26.6097 4.8021 0.169 -0.072 0.042
H 10.5403 -25.5675 5.0935 -0.111 0.126 -0.015
C 5.4211 -25.6394 5.7705 -0.601 -0.113 0.025
C 5.5124 -27.1234 6.0476 0.105 -0.171 -0.058
O 6.7333 -27.4092 6.7386 -0.025 -0.016 0.056
O 6.6041 -25.1041 5.2108 0.303 0.090 -0.026
H 5.2321 -25.0810 6.6847 0.131 -0.022 0.076
H 4.5603 -25.4929 5.1076 0.059 0.088 0.024
H 5.4876 -27.6762 5.1016 0.034 -0.019 0.037
H 4.6606 -27.4366 6.6559 -0.092 0.061 -0.077
H 6.8337 -28.3635 6.7967 -0.015 -0.016 -0.004
H 6.7806 -25.5226 4.3610 0.006 0.019 -0.011
C 9.9219 -22.4504 7.1616 -0.118 0.177 -0.644
C 11.3277 -22.1388 7.6169 -0.009 -0.341 0.156
O 11.3761 -21.1645 8.6382 -0.204 0.226 0.157
O 9.2158 -23.3075 8.0638 0.221 0.167 0.053
H 9.9559 -22.9559 6.1908 0.022 -0.218 0.235
H 9.3504 -21.5334 6.9804 0.100 0.046 0.242
H 11.8976 -21.7498 6.7758 0.053 0.047 -0.046
H 11.7907 -23.0709 7.9638 0.079 0.023 -0.199
H 11.2999 -21.5780 9.5014 0.116 -0.022 0.012
H 9.2070 -22.8762 8.9248 -0.197 -0.012 0.009
C 9.1123 -26.3025 10.5667 0.368 0.113 -0.069
C 8.0159 -26.8036 11.4502 -0.109 -0.177 0.171
O 6.8124 -26.1371 11.0715 -0.038 -0.448 0.467
O 8.9148 -26.6521 9.2000 0.084 -0.240 0.039
H 10.0680 -26.6829 10.9412 0.005 0.003 -0.103
H 9.1480 -25.2134 10.5903 -0.003 0.010 0.013
H 8.2759 -26.6050 12.4955 -0.125 0.088 -0.057
H 7.9223 -27.8935 11.3424 -0.096 0.117 -0.030
H 6.0470 -26.6252 11.3904 -0.009 0.016 0.143
H 8.7098 -27.5917 9.1438 0.046 -0.012 0.028

21
Properties=species:S:1:pos:R:3:forces:R:3 method="wB97M-V/def2-TZVPD" total_charge=0 e_above_lowest_kcal_mol=18.6 homo_lumo_gap_ev=11.3 homo_ev=-10.1 e_tot_ev=-7485.488 smiles=CC(C)CC1CC1 fmax_ev_per_a=0.2
C 1.4818 -0.3340 1.0229 0.044 0.004 -0.030
C -0.0322 -0.3978 1.2440 -0.014 -0.042 0.006
C -0.4202 0.3692 2.5090 -0.028 0.021 0.048
C -0.8344 0.1171 0.0372 -0.022 0.044 -0.023
C -0.3943 -0.4667 -1.2885 0.013 -0.109 0.101
C -0.8585 0.1202 -2.5911 -0.167 0.015 -0.105
C 0.5729 0.2828 -2.1622 0.195 0.049 0.000
H 1.7890 0.6625 0.6811 -0.062 -0.106 0.075
H 2.0174 -0.5467 1.9556 -0.085 0.006 -0.132
H 1.8135 -1.0581 0.2717 -0.049 0.137 0.077
H -0.3044 -1.4541 1.3912 0.033 0.129 -0.022
H 0.0041 -0.1023 3.4029 -0.049 0.079 -0.132
H -0.0432 1.3993 2.4656 -0.067 -0.131 -0.017
H -1.5080 0.4157 2.6359 0.141 -0.022 -0.023
H -1.8976 -0.1061 0.2079 0.148 0.036 -0.027
H -0.7564 1.2146 -0.0104 0.031 -0.136 -0.007
H -0.2827 -1.5512 -1.2829 -0.007 0.156 -0.016
H -1.0715 -0.5616 -3.4099 0.035 0.119 0.143
H -1.5026 0.9960 -2.5626 0.113 -0.134 0.050
H 0.8825 1.2702 -1.8266 -0.055 -0.179 -0.029
H 1.3449 -0.2690 -2.6908 -0.148 0.065 0.062

68
Properties=species:S:1:pos:R:3:forces:R:3 method="wB97M-V/def2-TZVPD" total_charge=+1 homo_lumo_gap_ev=6.9 homo_ev=-11.1 e_tot_ev=-48208.799 fmax_ev_per_a=1.9
C -5.5065 3.5388 4.7310 0.023 0.091 0.059
C -5.0255 3.0777 3.7354 0.444 0.037 0.182
C -4.1428 2.6738 2.6908 -0.143 -0.047 -0.346
C -3.8940 1.3277 2.3964 -0.009 0.077 0.060
C -2.9994 1.0331 1.4044 -0.134 -0.253 0.303
N -2.3853 2.0149 0.7340 0.310 0.192 -0.585
C -2.5935 3.3202 0.9592 -0.049 0.253 0.235
C -1.8539 4.3619 0.1665 -0.151 0.094 0.192
C -1.1411 5.3641 1.0821 -0.086 -0.150 1.287
C 0.0512 4.7001 1.7397 -0.072 0.873 0.722
F 0.0078 3.3403 1.8822 0.735 -0.232 -1.578
C 1.1473 5.3937 2.1781 -0.984 -1.276 -0.546
F 2.3369 5.3091 1.6401 0.636 -0.676 1.351
F 1.0531 6.2364 3.1793 0.318 1.455 -1.114
C -3.4884 3.6632 1.9500 -0.382 -0.250 0.345
H -5.8643 3.9891 5.6280 -0.238 -0.097 -0.020
H -4.3789 0.5352 2.9446 -0.014 -0.008 0.000
H -2.7463 0.0140 1.1540 0.127 0.062 -0.186
H -1.7118 1.7671 0.0035 0.175 -0.403 0.059
H -2.6009 4.9016 -0.4182 0.077 0.035 -0.090
H -1.1300 3.9297 -0.5250 -0.119 -0.202 -0.010
H -1.8233 5.7742 1.8341 -0.238 0.038 -0.237
H -0.7696 6.1925 0.4850 -0.129 0.029 -0.060
H -3.7221 4.6849 2.2070 0.208 0.132 -0.244
N -0.3499 0.4306 -1.3000 -0.345 0.278 -0.059
C 0.4743 1.2241 -1.9916 -0.004 0.046 0.164
C 0.7669 1.0465 -3.3321 -0.032 -0.014 0.012
C 0.1774 -0.0166 -3.9969 -0.153 0.081 -0.084
C -0.6782 -0.8534 -3.2996 0.047 0.027 0.028
C -0.9089 -0.5874 -1.9606 -0.022 0.005 0.153
H 0.9195 2.0395 -1.4310 0.049 0.004 -0.042
H 1.4406 1.7215 -3.8408 0.023 -0.005 0.024
H 0.3816 -0.1901 -5.0452 -0.034 0.015 -0.008
H -1.1566 -1.6940 -3.7822 -0.018 -0.001 0.018
H -1.5729 -1.2174 -1.3789 -0.004 -0.047 -0.056
N -0.0821 4.8542 8.3958 -0.013 -0.009 -0.121
C 0.7292 5.4977 7.5592 -0.002 0.005 0.119
C 0.6798 5.3578 6.1797 -0.043 -0.051 0.024
C -0.2628 4.4975 5.6410 -0.018 0.007 -0.030
C -1.1140 3.8180 6.4977 0.020 0.039 -0.025
C -0.9829 4.0332 7.8617 -0.012 0.003 0.115
H 1.4531 6.1574 8.0242 0.018 0.014 -0.050
H 1.3630 5.9071 5.5491 0.033 0.020 0.051
H -0.3332 4.3573 4.5689 0.013 -0.012 -0.007
H -1.8636 3.1352 6.1196 -0.005 -0.017 0.027
H -1.6294 3.5246 8.5686 -0.017 -0.031 -0.038
N 4.1388 -1.9164 -4.4868 -0.037 -0.056 0.019
C 2.8371 -2.0014 -4.2197 0.129 -0.014 -0.035
C 2.1890 -3.1868 -3.9097 0.091 0.042 -0.028
C 2.9347 -4.3558 -3.8782 -0.136 -0.108 0.061
C 4.2893 -4.2863 -4.1548 -0.027 0.056 0.000
C 4.8403 -3.0476 -4.4504 0.061 0.077 -0.019
H 2.2956 -1.0651 -4.2591 0.068 -0.086 0.033
H 1.1277 -3.1951 -3.6987 -0.002 0.008 0.005
H 2.4709 -5.3062 -3.6423 0.060 -0.049 -0.026
H 4.9071 -5.1735 -4.1418 0.005 0.001 -0.006
H 5.8977 -2.9489 -4.6700 0.005 -0.052 0.001
N 2.1523 -7.9110 -3.6764 -0.070 -0.071 0.004
C 2.9301 -8.9849 -3.5450 0.074 0.121 0.010
C 2.4626 -10.2878 -3.6178 -0.033 0.014 -0.003
C 1.1099 -10.4894 -3.8361 -0.022 -0.057 -0.003
C 0.2846 -9.3854 -3.9738 0.023 -0.005 0.004
C 0.8543 -8.1251 -3.8876 0.048 0.104 0.005
H 3.9815 -8.7829 -3.3727 0.011 -0.058 0.000
H 3.1421 -11.1211 -3.5060 0.018 0.014 0.004
H 0.7051 -11.4912 -3.8984 0.002 0.002 -0.001
H -0.7770 -9.4977 -4.1452 -0.002 0.020 -0.006
H 0.2442 -7.2340 -3.9937 -0.050 -0.035 -0.010

16
Properties=species:S:1:pos:R:3:forces:R:3 method="wB97M-V/def2-TZVPD" total_charge=0 e_above_lowest_kcal_mol=0.8 homo_lumo_gap_ev=10.1 homo_ev=-9.1 e_tot_ev=-11464.766 smiles="[H]/N=C(/N)[C@]1(N)C[C@H]1F" fmax_ev_per_a=0.9
C 1.3076 -0.2368 -0.0775 0.510 0.075 0.145
C -0.0921 0.2298 0.2268 -0.095 -0.759 0.127
C -0.9464 -0.6764 1.1198 0.126 -0.096 -0.015
C -1.1707 -0.6460 -0.3374 -0.237 -0.140 -0.134
H 3.0686 0.6465 -0.6463 -0.144 -0.316 0.198
H 1.7719 1.6870 -0.4087 -0.484 0.764 -0.110
H 0.9394 -2.0991 0.0474 0.651 0.369 -0.247
H -0.2493 2.0587 1.1600 -0.044 -0.394 -0.598
H -1.2508 1.8523 -0.1407 0.085 -0.015 -0.030
H -0.5175 -1.5706 1.5513 0.053 0.063 0.068
H -1.6780 -0.1525 1.7138 -0.060 0.028 0.108
H -0.9240 -1.5125 -0.9567 -0.046 0.447 0.092
N 2.1786 0.8102 -0.1973 0.645 -0.481 -0.221
N 1.7142 -1.4490 -0.1714 -0.876 -0.095 0.264
N -0.3319 1.6360 0.2262 0.011 0.622 0.490
F -2.2975 0.0096 -0.7682 -0.097 -0.071 -0.137

18
Properties=species:S:1:pos:R:3:forces:R:3 method="wB97M-V/def2-TZVPD" total_charge=0 e_above_lowest_kcal_mol=35.1 homo_lumo_gap_ev=9.3 homo_ev=-9.0 e_tot_ev=-14436.223 smiles="N[C@H]1C(=O)N[C@H]1CC(=O)O" fmax_ev_per_a=4.0
O 1.7645 1.9144 -2.0134 -0.401 -0.707 0.829
C 1.4249 1.1021 -1.1784 0.454 0.775 -1.503
N 1.8211 0.8701 0.0973 0.235 0.006 0.739
C 0.8453 -0.1816 0.3767 0.231 -0.354 -0.228
C -0.2696 0.2364 1.3254 0.157 0.050 -0.155
C -1.5993 -0.4593 1.1465 -1.543 -1.971 1.749
O -2.6431 0.0412 1.4983 1.299 -0.458 -1.164
N -0.8932 -0.0414 -1.4812 -3.353 0.635 -2.176
C 0.4884 -0.1278 -1.1449 -0.917 -0.229 1.223
H 2.5429 1.2868 0.6732 -0.210 -0.002 -0.157
H 1.3166 -1.1255 0.6896 -0.136 0.189 -0.045
H 0.0516 0.0520 2.3626 -0.221 -0.002 -0.192
H -0.4710 1.3116 1.2496 0.043 -0.271 -0.097
H -1.9281 0.0522 -1.1552 3.465 -0.224 0.740
H 0.9435 -0.9658 -1.6902 0.119 0.203 0.105
H -1.0259 0.1472 -2.4694 0.495 -0.120 0.063
O -1.6272 -1.8663 0.8346 0.200 2.322 0.478
H -0.7414 -2.2461 0.8789 0.084 0.159 -0.209

8
Properties=species:S:1:pos:R:3:forces:R:3 method="wB97M-V/def2-TZVPD" total_charge=0 e_above_lowest_kcal_mol=46.1 homo_lumo_gap_ev=9.4 homo_ev=-9.3 e_tot_ev=-29220.653 smiles="C#CC=C(Cl)Cl" fmax_ev_per_a=8.1
C -0.2846 -0.8617 -0.9213 1.287 -2.369 -2.222
C -0.8519 -0.0111 -0.1323 -4.781 1.403 1.168
C -0.0166 0.8500 0.6567 5.628 2.905 4.971
C 0.9695 1.3622 1.3514 -3.026 -2.224 -2.008
H -2.0719 -0.1239 -0.1194 3.237 1.158 0.103
H 1.9725 1.6835 2.0458 -3.763 -0.943 -2.556
Cl -1.1094 -1.8038 -2.2516 1.072 1.023 1.910
Cl 1.3923 -1.0951 -0.6294 0.347 -0.952 -1.364